No. 1
This record from the OMol25 dataset describes a molecular structure, CH6N2P2 in a non-equilibrium geometry. The level of theory is ωB97M-V/def2-TZVPD.

The geometry in XYZ format:
```
11
Properties=species:S:1:pos:R:3:forces:R:3
P -0.289446 0.085723 0.028396 -0.8 1.1 -0.7
P 1.220690 -1.578147 -1.471346 -2.6 -1.6 -0.3
N 2.283467 -2.527415 -0.807174 1.7 0.4 -0.1
N -0.815489 0.934891 1.370165 -0.8 2.0 1.7
C -1.013456 2.197765 1.347050 -0.8 -0.5 -0.3
H 3.265541 -2.436498 -1.047642 0.1 -0.5 0.5
H -0.901748 1.059247 -0.966811 0.8 -1.3 0.4
H 0.021012 -2.405639 -1.016106 1.0 1.0 -1.0
H -1.001851 2.719390 0.362677 0.2 0.1 0.5
H -1.372737 -0.858247 -0.010540 0.5 0.3 0.0
H -1.395983 2.808930 2.211333 0.8 -0.9 -0.6
```
Positions in Å, forces in eV/Å.

Output
Multiplicity = 3
LUMO (alpha / beta) = 0.6 / -2.3 eV
<S²> = 2.02


No. 2
This record from the OMol25 dataset describes a molecular structure, C6H10BrN2O4P2 in a non-equilibrium geometry. The level of theory is ωB97M-V/def2-TZVPD.

The geometry in XYZ format:
```
25
Properties=species:S:1:pos:R:3:forces:R:3
Br 0.031145 -0.643244 3.458861 0.2 -0.2 -0.3
P 0.062381 -0.661358 -0.597880 0.2 1.9 -0.2
P 1.523911 -0.519934 -2.300186 0.8 -2.1 -1.1
O 2.019761 0.444023 1.933460 -0.4 -0.2 -0.1
O 2.769118 0.280379 -1.663134 -0.7 0.6 0.3
O 0.775970 0.477802 -3.299843 -0.3 0.5 0.9
O -1.069852 -1.726910 -1.123890 0.7 0.5 -0.1
N -2.518642 0.070467 1.209604 -0.1 -0.7 -0.4
N -0.201742 -3.844504 -2.024615 0.0 1.7 0.1
C -1.694047 0.970462 0.910171 -0.1 0.4 0.2
C 1.034558 -1.354372 0.763329 -0.8 -0.3 0.4
C 1.185711 -0.403143 1.950340 0.5 0.5 0.2
C -0.711924 0.925627 -0.253957 -0.2 -0.5 0.8
C -1.670711 2.225516 1.711331 -0.3 -0.2 -0.2
C -0.501057 -2.767013 -1.703421 -0.6 -2.5 0.0
H 1.397914 0.913665 -3.891433 0.0 0.3 -0.4
H 3.521844 -0.318017 -1.654411 0.5 0.0 0.0
H -2.456231 -0.713675 0.556926 -0.3 -0.1 0.2
H 2.029493 -1.558906 0.396053 0.4 0.0 -0.3
H -2.439717 2.143110 2.456462 -0.2 0.0 0.5
H -1.151519 1.348165 -1.146899 -0.2 -0.1 -0.5
H -0.710578 2.379173 2.182339 0.3 0.2 0.0
H 0.122832 1.578144 -0.007848 0.5 0.0 -0.1
H 0.599885 -2.303576 1.058490 -0.2 -0.2 0.1
H -1.948502 3.058122 1.080151 0.3 0.4 -0.2
```
Positions in Å, forces in eV/Å.

Output
Multiplicity = 1
LUMO = -4.4 eV
Net charge = +1


No. 3
This record from the OMol25 dataset describes C5H6FNO in the gas phase. The level of theory is ωB97M-V/def2-TZVPD.

The geometry in XYZ format:
```
14
Properties=species:S:1:pos:R:3:forces:R:3
F 1.109911 0.059076 1.755064 0.0 0.0 0.2
O -1.454537 -0.543611 0.979651 0.0 0.0 -0.1
N -1.676306 0.801800 0.740051 0.2 0.3 -0.1
C 1.373499 0.084514 0.424640 0.3 0.0 -0.2
C 0.500935 -0.652937 -0.514549 -0.4 0.3 0.7
C -0.783461 1.419594 0.070952 -0.2 -0.3 0.2
C -0.787364 -1.277273 -0.047786 0.0 -0.2 0.4
C 0.453238 0.861734 -0.492051 0.1 -0.4 0.4
H 0.921485 1.419727 -1.271986 0.2 0.3 -0.4
H -0.645151 -2.250799 0.428938 0.1 0.1 -0.2
H 2.448797 0.130422 0.232574 -0.4 0.0 0.0
H 0.966307 -1.130940 -1.340169 0.3 -0.4 -0.6
H -1.450617 -1.391510 -0.906280 -0.1 0.0 -0.1
H -0.976740 2.470203 -0.059054 -0.1 0.2 0.0
```
Positions in Å, forces in eV/Å.

Output
SMILES = F[C@@H]1[C@@H]2C=NOC[C@H]12
Multiplicity = 1
LUMO = 0.8 eV


No. 4
This record from the OMol25 dataset describes C19H19FN4O3 in the gas phase in a non-equilibrium geometry. The level of theory is ωB97M-V/def2-TZVPD.

The geometry in XYZ format:
```
46
Properties=species:S:1:pos:R:3:forces:R:3
F -0.133175 -0.753771 4.406432 0.0 -0.4 -0.5
O -1.000204 1.572892 3.142349 0.1 -1.6 -0.6
O 1.889523 1.276831 -1.871110 -0.9 1.0 0.2
O 3.445590 -0.051117 -3.889991 -0.4 -0.1 0.8
N -1.179611 4.508337 0.217814 -0.1 -0.3 -0.8
N -0.359183 3.471964 -0.000206 1.0 -1.3 -0.4
N -1.789549 -3.681546 1.258994 -1.0 -1.3 -0.7
N -1.560452 3.647263 2.460092 -0.8 0.7 -0.8
C -1.743008 4.520494 1.365774 0.2 2.3 1.5
C -0.826570 -0.915084 3.266611 -1.3 1.4 -1.9
C 2.095963 0.455359 -4.150114 0.9 1.2 0.8
C -2.296802 -1.271152 0.900619 -1.6 3.3 0.2
C -1.031283 -5.864661 2.098309 -1.1 0.9 1.4
C 1.848334 1.713604 -3.266374 -0.6 -0.5 -0.2
C -1.861724 -2.356240 1.567911 1.5 -0.9 0.7
C 0.359214 3.179648 -1.142597 1.0 -1.0 -1.5
C 1.540648 0.515250 1.138665 -0.3 0.7 1.1
C -1.033914 -4.400557 2.208438 -0.9 1.8 -0.5
C -0.838657 2.603014 2.275995 -0.2 -0.2 -3.5
C 1.122283 1.987577 -0.964174 -2.6 1.9 1.3
C -0.094701 2.468166 0.938109 -1.7 1.2 2.5
C -0.543502 -3.496632 3.131545 -0.3 0.5 -0.6
C -1.318874 0.273992 2.581478 0.2 -1.8 0.8
C -1.091184 -2.213809 2.708269 1.7 1.8 2.6
C -2.170932 0.021858 1.458953 1.9 -0.6 0.7
C 0.771919 1.605565 0.402338 3.9 -2.7 -1.8
C 1.865053 0.883566 -5.618745 0.3 -0.7 -0.2
H 0.848411 1.215434 -5.888169 0.2 0.0 0.9
H -2.497676 -4.102256 0.639185 0.9 0.1 0.6
H -2.312156 5.523539 1.478414 0.6 -2.2 0.5
H -0.387448 -6.261420 1.414725 2.6 -0.8 -1.5
H 3.631018 -0.225816 -2.902029 -1.1 0.6 -2.3
H 1.456137 0.811492 2.212712 0.3 -0.7 -0.6
H 0.859826 2.074692 -3.644865 0.3 -0.1 1.1
H 2.614037 0.347731 0.905661 -0.7 0.8 -0.2
H -2.926524 -1.224468 0.044910 -0.3 -0.8 -0.8
H 1.092939 -0.450407 0.997728 -0.5 -0.6 0.1
H 2.533028 1.708994 -5.792204 0.4 0.3 -0.6
H -0.872847 -6.155523 3.104265 0.5 -1.2 0.7
H 2.002222 0.077942 -6.362746 0.6 0.2 0.6
H 0.188012 -3.516552 3.959709 -0.7 -0.7 -0.7
H 2.560698 2.556527 -3.399300 -0.1 -0.8 -0.1
H -1.932009 -6.313399 1.739155 -1.3 0.2 0.2
H 1.356797 -0.292846 -3.917779 -0.3 -0.4 0.5
H -2.595703 0.821822 0.893100 -0.1 0.6 -0.1
H 0.316034 3.703703 -2.107857 -0.4 0.2 1.0
```
Positions in Å, forces in eV/Å.

Output
SMILES = Cc1cc2c(F)c(Oc3ncnn4cc(OC[C@@H](C)O)c(C)c34)ccc2[nH]1
Multiplicity = 1
LUMO = 0.5 eV


No. 5
This record from the OMol25 dataset describes 2 unconnected molecules or ions with the total composition C3H6ClN3 in a non-equilibrium geometry. The level of theory is ωB97M-V/def2-TZVPD.

The geometry in XYZ format:
```
13
Properties=species:S:1:pos:R:3:forces:R:3
Cl 2.533917 -0.895234 0.202113 0.3 0.3 0.4
N -0.190842 -0.468064 1.007805 -0.4 -4.5 0.6
N 2.497517 0.688596 -0.273734 0.2 0.5 -1.3
N -0.045174 0.790607 0.958404 0.7 3.1 -1.1
C -1.137215 0.174812 -0.929504 1.0 0.0 1.9
C -0.592258 1.207622 -0.264066 0.2 0.3 1.3
C -0.959274 -1.067162 -0.104102 0.8 3.4 0.2
H -1.681480 0.113429 -1.785845 -1.3 0.3 -2.4
H -0.544464 2.283007 -0.426470 -0.2 -0.5 -0.4
H -0.571836 -1.802492 -0.719946 1.5 -1.9 -0.6
H 2.209344 1.350868 0.449156 0.0 -0.8 0.8
H -1.896488 -1.351022 0.226161 -2.1 -1.0 1.0
H 0.378247 -1.024964 1.660024 -0.7 0.7 -0.5
```
Positions in Å, forces in eV/Å.

Output
Multiplicity = 1
LUMO (alpha / beta) = -0.6 / 0.6 eV


No. 6
This record from the OMol25 dataset describes C19H29N3OS in the gas phase in a non-equilibrium geometry. The level of theory is ωB97M-V/def2-TZVPD.

The geometry in XYZ format:
```
53
Properties=species:S:1:pos:R:3:forces:R:3
S -2.735953 -2.421238 0.985649 0.2 0.1 -0.5
O 4.257182 -0.063436 0.138395 0.1 0.2 0.4
N 0.824835 -3.235698 0.318524 -0.1 -0.1 0.0
N -1.587674 -1.709511 -1.222248 0.6 -0.3 -0.7
N 1.534897 -0.427313 0.654597 0.2 -0.2 0.1
C -3.336306 -1.014647 0.159378 0.3 -0.1 -0.2
C -4.635546 0.914789 -0.303136 -0.1 0.0 0.2
C 2.566414 -0.413771 -1.617976 0.1 0.0 0.4
C -2.880367 0.285552 -1.836237 0.0 0.0 0.0
C -0.806777 3.109688 1.762179 0.0 0.0 -0.3
C 0.612862 -1.092512 1.564937 -0.1 -0.2 0.1
C 4.014207 -0.583501 -1.141898 0.0 -0.2 -0.4
C 1.336408 1.022577 0.679225 -0.1 0.2 -0.1
C 0.075848 1.542075 -0.028792 0.0 0.0 0.1
C -4.363833 -0.160132 0.520355 -0.1 0.1 0.0
C -2.584676 -0.801040 -1.018414 -0.7 0.2 0.7
C 0.853708 -2.603018 1.618052 0.0 0.2 0.1
C 0.841042 3.960211 0.067039 -0.3 -0.1 0.0
C 1.503588 -1.024111 -0.688001 0.0 -0.1 -0.4
C 1.724399 -2.545101 -0.576674 0.0 0.3 -0.1
C -1.513614 -2.581575 -0.293762 -0.7 0.0 0.5
C -0.306055 2.985814 0.324551 0.0 0.0 0.0
C -3.901998 1.133915 -1.467717 0.1 0.1 -0.1
C -0.467766 -3.646816 -0.186450 0.3 -0.3 0.1
H 0.219567 1.479762 -1.110007 0.0 -0.1 -0.1
H 0.499154 4.984825 0.196414 0.0 0.1 0.0
H -4.929320 -0.332163 1.422914 -0.1 0.0 0.1
H -0.774694 0.903617 0.220915 0.0 0.0 -0.1
H 1.647132 -2.988393 -1.570782 0.1 0.0 0.0
H -0.010259 2.910352 2.474715 0.1 0.0 0.1
H 0.773213 -0.675529 2.563699 -0.1 0.0 0.0
H -1.138324 3.256799 -0.337910 0.1 0.0 0.0
H 4.295651 -1.647241 -1.178693 0.0 0.1 -0.1
H 1.305306 1.302740 1.734452 0.1 0.1 0.0
H -0.436156 -0.902384 1.292016 0.1 0.0 0.1
H 2.729402 -2.733986 -0.186836 0.1 0.1 -0.1
H -2.302514 0.445330 -2.732337 0.1 0.0 -0.1
H 1.660328 3.785768 0.759503 0.2 0.0 0.1
H -4.139018 1.984472 -2.088813 0.0 0.1 -0.1
H 2.221124 1.488769 0.243332 0.0 0.0 0.1
H 2.472049 -0.892640 -2.594705 0.0 0.0 -0.1
H 0.109245 -3.069906 2.266479 0.0 0.0 0.1
H 1.216035 3.851210 -0.948143 0.1 0.0 -0.1
H 1.847794 -2.787119 2.040206 0.0 0.0 0.1
H 4.681448 -0.044249 -1.821969 -0.1 -0.1 0.0
H -0.308530 -4.076519 -1.179385 -0.1 0.0 0.1
H 2.362654 0.648572 -1.753340 0.0 0.1 -0.1
H -5.428938 1.596982 -0.037905 -0.1 0.1 0.0
H 3.519631 -0.348331 0.704438 -0.1 0.0 0.0
H -0.842539 -4.430699 0.481443 0.0 0.0 -0.1
H 0.521119 -0.867123 -1.161282 0.2 0.0 0.1
H -1.175882 4.116458 1.944707 0.0 0.1 0.1
H -1.619496 2.409422 1.945316 -0.1 -0.1 0.1
```
Positions in Å, forces in eV/Å.

Output
SMILES = CC(C)CCN1CCN(Cc2nc3ccccc3s2)C[C@@H]1CCO
Multiplicity = 1
LUMO = 0.5 eV


Number 1: calculated total energy -833.71033 a.u.. Number 2: calculated total energy -3901.55226 a.u.. Number 3: calculated total energy -423.87642 a.u.. Number 4: calculated total energy -1279.89349 a.u.. Number 5: calculated total energy -742.17878 a.u.. Number 6: calculated total energy -1379.09349 a.u..